1.
{
  "formula": "C39H35N4O5P2Re",
  "method": "ωB97M-V with the def2-TZVPD basis set",
  "species": ["Re", "O", "C", "O", "C", "O", "C", "C", "O", "O", "H", "H", "H", "H", "H", "C", "C", "C", "C", "C", "C", "N", "N", "C", "C", "C", "C", "C", "N", "H", "H", "H", "H", "H", "H", "H", "H", "H", "N", "P", "C", "C", "C", "C", "C", "C", "C", "C", "C", "C", "C", "C", "P", "C", "C", "C", "C", "C", "C", "C", "C", "C", "C", "C", "C", "H", "H", "H", "H", "H", "H", "H", "H", "H", "H", "H", "H", "H", "H", "H", "H", "H", "H", "H", "H", "H"],
  "xyz": [[-0.59293, -1.12099, -0.22988], [0.38903, -2.82442, -4.01677], [-0.33586, -2.14226, -3.19208], [0.07449, -1.90178, -2.03952], [-1.63364, -1.68392, -3.80353], [-2.41038, -0.91394, -2.93859], [-3.60182, -1.53689, -2.47544], [-3.36879, -2.37734, -1.23032], [-4.05506, -3.28708, -0.90479], [-2.31277, -1.96084, -0.48886], [1.24461, -3.09943, -3.64184], [-1.34561, -1.09044, -4.67838], [-2.14913, -2.57118, -4.18767], [-4.29829, -0.73720, -2.21942], [-4.06495, -2.15787, -3.24262], [-3.93306, 2.11352, 3.09279], [-2.89935, 1.69912, 3.92794], [-1.99906, 0.74406, 3.49347], [-2.12406, 0.24916, 2.19609], [-3.13724, 0.67523, 1.34279], [-4.05613, 1.59882, 1.80861], [-1.28145, -0.82209, 1.76010], [-1.03336, -1.68846, 2.62241], [-0.31408, -2.80232, 2.17996], [-0.03392, -3.80489, 3.08289], [0.63007, -4.93677, 2.61979], [0.97602, -5.01207, 1.28166], [0.64847, -3.96295, 0.43305], [0.01261, -2.87641, 0.87212], [-4.65320, 2.83642, 3.45218], [-2.81509, 2.10370, 4.92708], [-1.21677, 0.37267, 4.14020], [-3.24022, 0.24884, 0.35319], [-4.87287, 1.91217, 1.17320], [-0.34509, -3.68912, 4.11142], [0.86298, -5.74906, 3.29490], [1.48510, -5.87794, 0.88211], [0.89044, -3.99148, -0.61998], [0.96618, 1.45023, 0.32878], [-0.32948, 1.34748, -0.75595], [0.29475, 1.68246, -2.41256], [-0.51641, 1.49095, -3.53465], [-0.05601, 1.85482, -4.79024], [1.20915, 2.41009, -4.93529], [2.01637, 2.60250, -3.82362], [1.56510, 2.24007, -2.56386], [-1.44684, 2.67410, -0.31924], [-2.47276, 3.03111, -1.19787], [-3.30436, 4.09153, -0.88280], [-3.10625, 4.80448, 0.29403], [-2.08834, 4.44834, 1.16734], [-1.26407, 3.37440, 0.87286], [1.59739, -0.10801, 0.52342], [3.13187, -0.31570, -0.37295], [3.10529, -0.61103, -1.73981], [4.28643, -0.66984, -2.45924], [5.49842, -0.43489, -1.82128], [5.53150, -0.13178, -0.46716], [4.35430, -0.07055, 0.26060], [1.96019, -0.36459, 2.25667], [1.49861, 0.52273, 3.22736], [1.76702, 0.27940, 4.56633], [2.48656, -0.84829, 4.93737], [2.94937, -1.73468, 3.97101], [2.69069, -1.49709, 2.63172], [1.49340, 2.30569, 0.47960], [-1.51029, 1.07920, -3.42509], [-0.69059, 1.72480, -5.65718], [1.56098, 2.70200, -5.91541], [2.99702, 3.04480, -3.93437], [2.21525, 2.39578, -1.71321], [-2.61687, 2.50428, -2.13107], [-4.09580, 4.37564, -1.56298], [-3.74613, 5.64504, 0.52686], [-1.93519, 5.00846, 2.07994], [-0.49230, 3.08690, 1.57480], [2.16152, -0.76270, -2.24385], [4.26860, -0.88853, -3.51866], [6.42128, -0.48460, -2.38345], [6.47585, 0.05857, 0.02380], [4.39135, 0.16998, 1.31515], [0.94508, 1.40821, 2.94032], [1.42964, 0.97770, 5.32092], [2.70320, -1.02852, 5.98173], [3.53133, -2.59890, 4.26202], [3.07836, -2.17664, 1.88091]],
  "forces_ev_per_angstrom": [[-0.03, 0.09, 0.20], [-0.02, 0.02, 0.00], [-0.01, -0.04, -0.08], [0.06, 0.06, 0.07], [0.02, 0.06, -0.01], [0.09, 0.00, -0.05], [-0.03, 0.00, 0.09], [-0.02, -0.03, -0.05], [-0.02, -0.02, 0.02], [-0.02, 0.04, 0.02], [-0.01, 0.00, 0.00], [-0.01, 0.00, -0.01], [0.01, -0.01, 0.03], [-0.01, -0.01, -0.01], [-0.01, 0.00, 0.00], [0.00, 0.00, 0.00], [0.00, -0.03, -0.03], [0.00, -0.02, -0.04], [-0.03, 0.04, 0.05], [0.01, 0.00, -0.02], [0.01, 0.00, 0.00], [-0.04, -0.12, -0.09], [0.01, 0.06, 0.01], [0.01, -0.02, 0.04], [0.01, 0.00, -0.03], [-0.03, 0.03, 0.02], [0.00, 0.02, -0.05], [0.04, -0.08, -0.01], [-0.03, 0.02, 0.00], [0.00, 0.01, 0.00], [0.00, -0.01, 0.01], [0.01, 0.00, 0.01], [-0.01, 0.01, 0.02], [0.00, 0.00, 0.00], [0.00, 0.00, 0.01], [0.00, -0.01, 0.01], [0.00, 0.00, -0.01], [0.01, -0.01, -0.01], [0.00, -0.06, -0.05], [0.11, -0.02, -0.02], [0.01, -0.01, 0.00], [0.00, 0.00, 0.03], [-0.02, -0.01, 0.00], [0.02, 0.00, -0.01], [0.00, 0.00, -0.01], [0.00, -0.03, 0.01], [-0.05, -0.04, 0.00], [0.03, 0.02, 0.04], [0.00, -0.01, -0.01], [-0.01, 0.00, 0.00], [0.00, 0.01, 0.02], [0.00, -0.03, 0.00], [-0.02, 0.05, -0.03], [-0.05, -0.02, -0.06], [0.06, 0.01, 0.03], [-0.04, 0.00, 0.00], [0.02, -0.01, -0.01], [0.01, 0.00, 0.01], [-0.02, 0.02, 0.04], [0.01, 0.02, 0.02], [0.00, 0.02, -0.03], [0.01, 0.00, 0.02], [0.00, 0.01, 0.01], [0.01, -0.01, -0.02], [-0.04, -0.01, 0.01], [0.00, -0.01, 0.00], [-0.01, 0.00, -0.03], [-0.01, 0.00, 0.00], [0.00, 0.00, -0.01], [0.01, 0.00, 0.00], [0.00, 0.01, 0.01], [-0.01, -0.01, -0.03], [0.00, 0.00, 0.00], [0.00, 0.01, 0.00], [0.00, 0.00, 0.00], [0.01, 0.01, 0.00], [-0.03, 0.00, -0.02], [0.00, 0.00, 0.00], [0.00, 0.00, 0.00], [0.01, 0.00, 0.00], [0.01, 0.00, -0.01], [-0.02, 0.00, 0.01], [0.00, 0.00, 0.00], [0.00, 0.00, 0.01], [0.00, -0.01, 0.01], [0.01, -0.01, -0.01]],
  "total_energy_ev": -77893.165,
  "spin_multiplicity": 4,
  "s2": 3.78,
  "charge": 3
}

2.
{
  "formula": "C39H36BeN4O3S2",
  "method": "ωB97M-V with the def2-TZVPD basis set",
  "species": ["Be", "N", "C", "C", "C", "C", "C", "C", "S", "N", "C", "C", "C", "C", "C", "C", "N", "H", "H", "H", "H", "H", "H", "H", "H", "H", "C", "C", "C", "C", "C", "C", "C", "C", "C", "C", "H", "H", "H", "H", "H", "H", "H", "C", "S", "C", "O", "H", "H", "H", "H", "H", "H", "C", "C", "C", "C", "C", "C", "N", "C", "C", "C", "C", "C", "C", "C", "O", "O", "C", "C", "H", "H", "H", "H", "H", "H", "H", "H", "H", "H", "H", "H", "H", "H"],
  "xyz": [[-1.25840, 0.61390, 1.67049], [2.65227, 0.36050, 1.89242], [3.20176, -0.93419, 1.80228], [4.57515, -1.08828, 1.73585], [5.13735, -2.35641, 1.65383], [4.32039, -3.47172, 1.64709], [2.94030, -3.31618, 1.72005], [2.37943, -2.05504, 1.79464], [0.60977, -1.91683, 1.87283], [0.37850, -0.24315, 1.93869], [1.32079, 0.62321, 1.92444], [0.88070, 2.03938, 1.99021], [1.72841, 3.12919, 1.94886], [1.17470, 4.39963, 1.95440], [-0.19801, 4.53757, 2.03465], [-0.97948, 3.39647, 2.10895], [-0.44814, 2.17490, 2.07861], [3.27923, 1.12525, 1.72731], [5.20789, -0.20692, 1.75001], [6.21256, -2.46089, 1.60061], [4.74572, -4.46462, 1.58603], [2.28802, -4.18269, 1.71624], [2.80099, 3.01503, 1.89521], [1.81651, 5.26898, 1.89923], [-0.66681, 5.51084, 2.04257], [-2.05831, 3.44525, 2.23093], [-3.48794, -4.18199, 2.58907], [-3.06331, -3.47608, 1.44289], [-2.70864, -2.15920, 1.54038], [-2.75549, -1.46448, 2.78098], [-2.36639, -0.08382, 2.85585], [-2.58647, 0.53797, 4.06870], [-3.09102, -0.14151, 5.20418], [-3.37360, -1.47516, 5.14393], [-3.23206, -2.17077, 3.91726], [-3.57295, -3.54125, 3.79376], [-3.75852, -5.22792, 2.50772], [-3.02269, -3.98389, 0.48652], [-2.38834, -1.61123, 0.65937], [-2.37066, 1.59840, 4.17030], [-3.22903, 0.40021, 6.13355], [-3.71418, -2.01389, 6.02161], [-3.92501, -4.06689, 4.67553], [-5.09650, 3.00694, -0.05810], [-4.29293, 2.09257, 1.28259], [-5.70330, 1.07559, 1.73521], [-4.13521, 3.10983, 2.37130], [-5.79242, 3.70970, 0.39808], [-5.60354, 2.32365, -0.74051], [-4.31086, 3.54183, -0.59026], [-6.00237, 0.47548, 0.87467], [-6.50980, 1.72609, 2.07250], [-5.36772, 0.42406, 2.54213], [6.02117, 0.20087, -4.33239], [4.56097, 0.37489, -4.65536], [4.17732, 0.81566, -5.91663], [2.83644, 0.98537, -6.22329], [1.86798, 0.72489, -5.27140], [2.23349, 0.26670, -4.00487], [1.27755, 0.03976, -2.99704], [-0.04688, -0.30656, -3.15989], [-0.48515, -1.01802, -4.28855], [-1.80164, -1.40923, -4.41468], [-2.73048, -1.11777, -3.41997], [-2.30414, -0.45149, -2.28818], [-0.97953, -0.03936, -2.13221], [-0.58141, 0.61193, -0.84499], [0.55183, 1.08736, -0.68529], [-1.47684, 0.59145, 0.08461], [3.58905, 0.08206, -3.69207], [4.00981, -0.43181, -2.33607], [6.64223, 0.49607, -5.17723], [6.25338, -0.83937, -4.09035], [6.31266, 0.80393, -3.46886], [4.93578, 1.03132, -6.66053], [2.54282, 1.34057, -7.20388], [0.82318, 0.89681, -5.49233], [1.43645, 0.51229, -2.11282], [0.23389, -1.27792, -5.05324], [-2.10982, -1.96423, -5.29296], [-3.76041, -1.43437, -3.51813], [-2.99702, -0.23764, -1.48583], [3.15704, -0.78445, -1.76111], [4.51977, 0.34560, -1.75868], [4.71015, -1.26273, -2.44139]],
  "forces_ev_per_angstrom": [[-0.01, -0.25, 0.12], [-0.05, 0.06, 0.02], [0.07, -0.11, -0.02], [-0.02, 0.06, -0.02], [0.02, 0.03, 0.00], [-0.03, -0.05, 0.00], [-0.01, -0.04, -0.02], [-0.19, 0.16, -0.03], [0.02, -0.15, -0.01], [0.06, 0.54, 0.01], [0.04, -0.33, 0.06], [-0.03, 0.15, 0.00], [0.01, -0.06, 0.01], [-0.03, 0.05, 0.01], [0.09, 0.05, 0.02], [-0.18, -0.21, 0.19], [0.19, 0.00, -0.26], [0.02, 0.03, 0.01], [0.00, -0.03, -0.01], [-0.01, -0.01, 0.00], [0.00, 0.02, 0.00], [0.05, 0.01, -0.01], [0.01, 0.00, -0.01], [-0.01, 0.00, 0.00], [-0.02, -0.01, 0.03], [-0.02, 0.01, -0.10], [-0.01, 0.01, 0.06], [0.00, -0.02, 0.00], [0.10, -0.01, 0.00], [-0.16, 0.02, -0.10], [0.15, 0.12, 0.11], [-0.01, -0.04, -0.13], [-0.02, 0.02, 0.02], [0.01, 0.03, 0.00], [0.00, 0.03, -0.06], [-0.03, 0.01, -0.01], [0.00, 0.02, 0.00], [0.01, 0.02, 0.00], [0.00, -0.03, 0.03], [0.07, -0.04, 0.07], [0.00, -0.01, -0.01], [-0.04, 0.01, -0.03], [0.02, -0.01, -0.03], [0.11, -0.18, 0.05], [-0.31, 0.15, -0.21], [0.14, -0.02, 0.05], [0.12, 0.00, 0.02], [-0.04, -0.03, -0.01], [0.05, 0.04, 0.02], [-0.06, 0.03, 0.01], [0.02, 0.01, 0.05], [-0.01, 0.00, -0.02], [-0.02, 0.02, 0.00], [-0.02, -0.01, 0.00], [-0.01, -0.01, -0.03], [0.03, 0.00, 0.00], [-0.04, 0.00, -0.01], [0.03, 0.01, 0.04], [-0.02, -0.03, -0.05], [-0.02, 0.10, -0.06], [0.06, -0.05, -0.02], [0.02, 0.02, -0.01], [-0.01, 0.00, 0.02], [-0.02, -0.02, 0.02], [0.01, -0.02, -0.05], [-0.07, 0.04, 0.01], [0.05, -0.19, 0.09], [0.05, 0.11, 0.02], [-0.15, -0.04, 0.01], [-0.02, -0.06, 0.07], [-0.01, 0.05, -0.13], [-0.01, 0.00, 0.01], [0.01, 0.02, 0.00], [0.00, -0.02, -0.01], [-0.01, -0.01, 0.02], [0.01, 0.00, 0.03], [0.02, 0.01, -0.01], [0.00, 0.02, 0.05], [-0.03, -0.01, 0.00], [0.03, 0.02, 0.00], [0.01, 0.03, 0.00], [0.02, 0.00, 0.04], [0.01, -0.01, 0.03], [-0.02, -0.02, 0.02], [0.01, 0.02, 0.03]],
  "total_energy_ev": -75206.384
}